The following is a DFT calculation (ωB97M-V/def2-TZVPD) of C41H50CrN3O5Si4Te2 as an isolated structure at a distorted geometry.

```
106
Properties=species:S:1:pos:R:3:forces:R:3:lowdin_charge:R:1
Cr -17.729 -5.744 -14.207 -1.09 -0.59 0.48 0.581
C -15.825 -5.012 -10.260 0.19 0.11 0.87 -0.048
C -16.052 -5.081 -11.632 -0.25 0.04 -0.85 -0.094
N -17.079 -5.745 -12.172 0.44 0.25 0.32 0.028
C -17.887 -6.470 -11.349 -0.06 0.46 -0.19 -0.144
C -17.672 -6.473 -9.941 -0.36 -0.51 0.49 -0.165
C -16.645 -5.710 -9.379 0.80 0.54 -1.34 -0.004
C -18.459 -7.303 -9.091 -0.88 -0.79 -0.99 -0.061
C -19.366 -8.138 -9.716 0.30 0.13 -0.46 -0.079
C -19.580 -8.115 -11.145 -0.09 -0.22 0.92 -0.030
C -18.959 -7.222 -11.985 0.16 0.72 -0.22 -0.247
N -19.143 -6.956 -13.340 0.66 -0.08 0.04 -0.035
C -20.251 -7.155 -14.130 -0.11 -0.12 0.50 -0.232
C -21.504 -7.607 -13.753 -0.53 -0.37 -0.01 -0.023
C -22.587 -7.697 -14.687 0.39 -0.31 0.35 -0.076
C -22.472 -7.375 -16.024 0.28 -0.54 1.21 -0.068
C -21.205 -6.881 -16.445 -0.88 -0.17 -0.15 -0.160
C -21.035 -6.467 -17.778 1.71 0.43 0.19 -0.009
C -19.797 -5.937 -18.121 -0.41 -0.11 -0.71 -0.063
C -18.807 -5.780 -17.157 0.50 -0.29 1.59 -0.089
N -18.966 -6.141 -15.868 -0.10 -0.17 -1.52 0.031
C -20.137 -6.762 -15.511 0.54 0.89 -0.16 -0.118
H -14.992 -4.390 -9.907 -0.37 -0.37 -0.13 0.106
H -15.364 -4.587 -12.333 -0.51 -0.15 0.26 0.132
H -16.461 -5.727 -8.306 -0.15 0.10 -0.23 0.116
H -18.303 -7.325 -8.013 -0.04 0.11 -0.32 0.105
H -19.946 -8.857 -9.126 0.18 0.32 -0.25 0.100
H -20.256 -8.829 -11.573 -0.37 -0.18 0.04 0.091
H -21.654 -7.915 -12.712 -0.16 0.33 -0.56 0.089
H -23.524 -8.103 -14.293 0.19 0.21 -0.19 0.098
H -23.287 -7.587 -16.720 0.33 0.35 0.13 0.100
H -21.831 -6.564 -18.506 -0.03 -0.02 0.11 0.110
H -19.525 -5.626 -19.137 -0.40 -0.15 0.39 0.103
H -17.826 -5.375 -17.425 -0.38 0.00 0.21 0.126
O -17.751 0.212 -13.128 0.49 -1.54 -0.62 0.085
C -17.716 -0.971 -13.436 0.14 0.45 0.30 -0.215
C -16.585 -1.790 -14.205 -0.13 1.46 0.19 -0.282
O -15.494 -1.324 -14.519 -0.54 -0.44 0.13 0.040
C -17.156 -3.104 -14.391 -1.19 0.23 1.02 -0.279
C -18.465 -3.179 -13.816 2.16 0.00 -0.76 -0.321
O -19.059 -4.293 -13.820 0.00 -0.81 -0.21 -0.193
C -18.787 -1.994 -13.075 -2.52 0.64 1.65 -0.278
O -19.749 -1.916 -12.278 2.99 1.75 -2.07 -0.132
O -16.631 -4.209 -14.825 0.45 -0.29 -0.34 -0.165
C -13.213 -8.553 -20.269 -0.18 -0.26 0.65 -0.069
C -13.935 -8.418 -18.944 -0.19 0.50 -0.03 -0.292
C -13.847 -7.236 -18.197 -0.12 -0.44 -0.29 -0.034
C -14.444 -7.093 -16.945 0.02 -0.49 -0.28 -0.319
C -14.135 -5.873 -16.120 -0.80 0.07 -0.39 -0.094
C -15.287 -8.133 -16.497 0.40 0.08 0.31 -0.509
Te -16.156 -8.013 -14.549 -0.07 0.09 -0.06 0.954
C -15.406 -9.325 -17.246 0.00 0.14 0.42 -0.321
C -16.257 -10.462 -16.720 0.08 0.14 -0.07 -0.131
C -14.708 -9.454 -18.449 -0.20 0.05 0.35 -0.046
H -12.994 -7.562 -20.634 0.21 0.28 -0.35 0.058
H -13.821 -9.090 -21.004 0.16 0.05 0.08 0.070
H -12.271 -9.091 -20.104 -0.09 0.06 -0.27 0.075
H -13.333 -6.385 -18.626 0.32 0.01 0.06 0.102
H -13.380 -5.249 -16.597 -0.09 0.05 -0.10 0.074
H -13.785 -6.150 -15.137 0.13 -0.20 0.34 0.050
H -15.059 -5.301 -15.949 0.41 0.09 -0.02 0.048
H -17.236 -10.071 -16.428 0.01 -0.18 -0.10 0.042
H -15.847 -10.929 -15.819 0.11 0.25 -0.01 0.059
H -16.359 -11.262 -17.451 -0.11 0.03 -0.25 0.060
H -14.791 -10.374 -19.016 -0.02 -0.10 -0.02 0.104
C -20.561 -1.435 -8.779 -0.01 -0.38 1.39 -0.207
Si -21.605 -2.886 -8.198 -1.01 -0.62 -2.13 0.332
C -22.910 -2.338 -6.991 -0.13 0.41 0.64 -0.239
C -20.500 -4.219 -7.499 0.40 -0.05 0.54 -0.225
Si -22.770 -3.721 -10.106 -0.01 -0.08 0.85 -0.125
Te -21.083 -4.198 -11.708 -0.45 -1.72 -0.02 0.649
Si -24.127 -2.101 -11.061 0.81 -1.07 0.79 0.300
C -25.483 -1.719 -9.827 -1.22 0.55 -1.30 -0.237
C -23.166 -0.527 -11.360 -0.88 0.07 -1.19 -0.211
C -24.842 -2.862 -12.624 -0.70 0.18 -0.19 -0.229
Si -24.021 -5.626 -9.508 1.49 1.72 -0.64 0.330
C -25.233 -5.149 -8.170 -0.98 -1.34 -0.06 -0.232
C -24.823 -6.266 -11.081 -0.20 -1.23 -0.01 -0.228
C -22.754 -6.832 -8.813 -1.35 -0.92 0.02 -0.223
H -19.750 -1.321 -8.058 0.22 0.26 0.09 0.018
H -21.139 -0.528 -8.785 -0.29 0.51 -0.08 0.011
H -20.126 -1.595 -9.738 0.22 -0.26 -0.88 -0.011
H -22.430 -2.130 -6.052 0.26 0.43 0.83 0.001
H -23.683 -3.062 -6.746 -0.03 -0.19 -0.32 0.002
H -23.401 -1.418 -7.324 0.08 -0.11 -0.04 0.018
H -19.956 -3.826 -6.629 0.17 -0.01 -0.10 0.019
H -19.783 -4.547 -8.262 -0.12 0.11 0.06 0.015
H -21.028 -5.104 -7.143 -0.14 0.03 -0.10 0.000
H -25.117 -1.397 -8.880 0.39 0.07 0.79 -0.008
H -26.175 -2.554 -9.710 0.07 -0.05 0.13 0.007
H -26.076 -0.883 -10.239 -0.08 -0.07 0.18 0.020
H -23.156 0.104 -10.490 0.22 0.23 0.50 0.012
H -23.684 0.032 -12.163 0.17 0.01 0.21 0.025
H -22.175 -0.751 -11.727 0.44 -0.03 0.09 0.009
H -25.510 -3.714 -12.414 0.43 0.18 0.07 0.008
H -24.082 -3.169 -13.340 0.23 -0.16 0.19 0.014
H -25.472 -2.142 -13.143 -0.20 0.33 -0.18 0.007
H -25.937 -4.393 -8.495 0.01 0.32 -0.04 0.002
H -24.750 -4.850 -7.255 0.30 0.27 0.25 0.000
H -25.840 -6.033 -7.920 -0.10 0.04 0.15 0.016
H -25.629 -5.657 -11.474 -0.09 0.31 0.06 -0.001
H -25.267 -7.251 -10.874 -0.09 -0.03 -0.03 0.014
H -24.109 -6.444 -11.902 0.05 0.37 0.42 0.019
H -22.397 -6.507 -7.848 0.28 0.25 0.22 -0.001
H -21.942 -7.027 -9.497 0.30 0.18 -0.19 -0.003
H -23.286 -7.781 -8.625 0.22 -0.05 -0.04 0.022
```
Positions in Å, forces in eV/Å.

As for the expectation value of S²: 3.80. Its LUMO energy (alpha / beta) is 3.8 / 3.8 eV. As for the spin multiplicity: 4. Its charge is -2. The orbital gap (alpha / beta) is 3.94 / 3.95 eV. The value obtained for the energy relative to the best compared isomer or geometry (same formula, charge and spin) is 0.0 kJ/mol.



The following is a DFT calculation (ωB97M-V/def2-TZVPD) of C41H51CrINO5Se as an isolated structure.

```
101
Properties=species:S:1:pos:R:3:forces:R:3:lowdin_charge:R:1
Cr 0.300 0.244 -0.465 0.05 0.10 -0.02 0.666
C -7.516 0.208 0.843 0.01 0.00 0.00 -0.054
C -6.413 0.955 1.604 0.00 0.00 0.01 -0.561
C -6.791 2.439 1.713 0.00 0.00 0.00 -0.050
C -6.335 0.383 3.020 0.00 0.00 0.00 -0.071
C -5.086 0.820 0.861 -0.01 0.01 -0.04 -0.182
C -3.957 0.251 1.419 0.01 0.00 0.01 -0.066
C -2.764 0.189 0.710 0.00 -0.01 0.02 -0.379
Se -1.200 -0.476 1.611 0.00 0.06 -0.03 1.189
C -0.775 1.141 2.557 0.00 -0.02 0.02 -0.379
C -1.317 1.309 3.827 -0.01 -0.02 -0.01 -0.083
C -1.153 2.494 4.516 0.01 0.02 0.00 -0.191
C -0.422 3.501 3.868 0.02 -0.03 0.02 0.008
C 0.141 3.373 2.614 0.00 -0.03 -0.03 -0.080
C -0.024 2.139 1.898 0.00 0.06 0.01 -0.372
O 0.471 1.974 0.715 -0.03 -0.10 0.00 -0.183
C 0.906 4.525 1.958 -0.02 0.01 0.00 -0.534
C 0.961 5.764 2.856 0.01 0.01 -0.01 -0.083
C 2.353 4.107 1.661 -0.01 0.01 0.02 -0.038
C 0.204 4.934 0.652 0.02 -0.01 0.00 -0.043
C -1.728 2.746 5.908 0.01 0.01 0.01 -0.563
C -0.590 3.041 6.895 0.00 0.00 -0.01 -0.054
C -2.681 3.949 5.867 0.00 0.00 0.00 -0.053
C -2.511 1.541 6.430 0.00 0.00 0.00 -0.073
C -2.633 0.678 -0.599 0.00 0.03 0.03 -0.350
O -1.495 0.614 -1.257 0.08 -0.04 0.00 -0.264
C -3.798 1.254 -1.189 0.02 -0.01 -0.03 -0.081
C -4.964 1.306 -0.445 -0.01 -0.02 0.02 0.012
C -3.737 1.812 -2.613 0.00 0.02 0.01 -0.527
C -2.681 2.927 -2.695 0.00 0.01 0.00 -0.035
C -5.067 2.427 -3.060 0.00 -0.01 0.00 -0.079
C -3.418 0.672 -3.593 0.00 -0.02 0.01 -0.042
H -8.476 0.311 1.358 0.00 0.00 0.00 0.078
H -7.276 -0.855 0.770 0.00 0.00 0.00 0.088
H -7.633 0.595 -0.170 0.00 0.00 0.00 0.074
H -7.740 2.555 2.245 0.00 0.00 0.00 0.079
H -6.899 2.897 0.728 0.00 0.00 0.00 0.075
H -6.020 2.990 2.254 0.00 0.00 0.00 0.089
H -7.301 0.500 3.517 0.00 0.00 0.00 0.081
H -5.583 0.901 3.619 0.00 0.00 0.00 0.079
H -6.090 -0.681 3.008 0.00 0.00 0.00 0.086
H -3.967 -0.139 2.429 0.00 0.00 -0.01 0.091
H -1.879 0.487 4.253 0.00 0.00 0.00 0.086
H -0.292 4.440 4.392 -0.01 -0.02 0.00 0.088
H 1.474 5.559 3.798 0.00 0.01 0.00 0.081
H -0.037 6.151 3.081 0.01 0.00 0.00 0.080
H 1.514 6.552 2.340 0.00 0.00 0.00 0.078
H 2.868 3.841 2.588 0.00 0.00 -0.01 0.089
H 2.892 4.941 1.201 0.00 -0.01 0.00 0.080
H 2.390 3.256 0.986 -0.01 -0.01 -0.02 0.062
H -0.808 5.291 0.862 0.00 0.00 0.00 0.086
H 0.143 4.090 -0.032 0.00 0.00 0.00 0.072
H 0.759 5.743 0.168 0.00 0.00 0.01 0.078
H -0.010 3.910 6.582 0.00 0.00 0.00 0.075
H 0.091 2.190 6.955 0.00 0.00 0.00 0.088
H -0.988 3.239 7.895 0.00 0.00 0.00 0.077
H -2.170 4.851 5.528 0.00 0.00 0.00 0.074
H -3.093 4.147 6.862 0.00 0.00 0.00 0.078
H -3.508 3.757 5.181 0.00 0.00 0.00 0.085
H -1.877 0.656 6.510 0.00 0.00 0.00 0.085
H -3.354 1.301 5.779 0.00 0.00 0.00 0.077
H -2.906 1.763 7.425 0.00 0.00 0.00 0.080
H -5.838 1.756 -0.897 0.00 0.00 0.00 0.089
H -2.993 3.778 -2.085 0.00 0.00 0.00 0.090
H -2.577 3.271 -3.729 0.00 0.00 0.00 0.081
H -1.713 2.595 -2.331 -0.01 0.00 0.00 0.065
H -5.362 3.261 -2.419 0.00 0.00 0.00 0.083
H -5.875 1.692 -3.069 0.00 0.00 0.00 0.081
H -4.955 2.811 -4.077 0.00 0.00 0.00 0.082
H -2.534 0.119 -3.287 -0.01 0.01 0.00 0.062
H -3.263 1.068 -4.602 0.00 0.00 0.00 0.080
H -4.255 -0.030 -3.630 0.00 0.00 -0.01 0.086
O 3.462 1.370 -0.534 0.00 -0.01 0.03 -0.045
C 3.634 0.560 -1.663 -0.01 -0.01 -0.02 -0.204
C 2.601 0.822 -2.738 0.02 -0.03 0.07 -0.208
C 3.022 1.216 -4.002 0.03 0.01 -0.03 -0.021
C 2.099 1.457 -5.003 -0.02 -0.01 0.04 -0.062
C 0.758 1.301 -4.705 0.01 0.01 -0.03 -0.048
C 0.408 0.910 -3.425 -0.03 -0.02 0.03 -0.097
N 1.296 0.668 -2.453 -0.05 -0.01 -0.01 0.091
H 2.976 0.843 0.126 0.00 0.00 -0.03 0.060
H 3.607 -0.502 -1.402 0.02 0.01 -0.01 0.121
H 4.619 0.767 -2.090 0.00 0.01 -0.01 0.116
H 4.082 1.340 -4.182 0.00 0.00 0.01 0.110
H 2.420 1.769 -5.988 0.00 0.00 0.00 0.105
H -0.017 1.483 -5.437 0.00 -0.01 0.00 0.104
H -0.627 0.790 -3.140 0.01 0.01 0.00 0.071
I 0.067 -6.984 -2.545 0.00 0.01 0.00 0.815
C 0.802 -5.300 -1.542 0.01 0.01 0.00 -0.740
C 0.059 -4.133 -1.530 -0.01 -0.01 0.00 -0.145
C 0.561 -3.018 -0.870 -0.02 0.01 -0.02 -0.024
C 1.788 -3.059 -0.221 0.01 -0.02 0.02 -0.108
C 2.508 -4.251 -0.237 -0.01 -0.01 -0.01 -0.017
C 2.029 -5.370 -0.897 0.01 -0.01 0.01 -0.153
C 2.413 -1.872 0.504 0.03 0.09 -0.03 -0.586
O 3.395 -2.084 1.201 0.03 -0.01 -0.02 0.052
O 1.907 -0.707 0.298 -0.13 -0.07 0.01 -0.180
H -0.902 -4.083 -2.023 0.00 0.00 0.00 0.094
H -0.043 -2.118 -0.865 0.02 0.03 0.01 0.074
H 3.455 -4.275 0.285 0.00 0.00 0.00 0.117
H 2.602 -6.287 -0.908 0.00 0.00 0.00 0.087
```
Positions in Å, forces in eV/Å.

As for the expectation value of S²: 6.01. Its LUMO energy (alpha / beta) is 2.0 / 2.0 eV. As for the spin multiplicity: 5. Its charge is -1. The orbital gap (alpha / beta) is 6.38 / 6.50 eV. The value obtained for the energy relative to the best compared isomer or geometry (same formula, charge and spin) is 9.8 kJ/mol.



Which value of charge does entry 2 give?
-1